1.
DFT (ωB97M-V/def2-TZVPD) results for the molecule C6H6O at a distorted geometry.

```
! wB97M-V def2-TZVPD RIJCOSX def2/J DEFGRID3
* xyz 0 1
C -3.47879 -0.27614 0.25133
C -2.35374 -0.35472 -0.14270
C -0.94539 -0.44560 -0.32433
C -0.13367 0.67685 -0.26038
C 1.31895 0.33359 -0.40783
C 2.16083 -0.10450 0.66646
H -4.59246 0.13448 0.24145
H -0.31245 -1.30477 -0.45139
H -0.47132 1.67945 -0.21598
H 1.88889 0.87586 -1.23522
H 3.35127 0.06623 0.53763
H 1.89024 -0.27130 1.76822
O 1.67764 -1.00942 -0.42726
*
```

Results
LUMO	0.022	Ha
HOMO-LUMO gap	9.65	eV
energy	-8361.69298	eV

---

2.
DFT (ωB97M-V/def2-TZVPD) results for a cluster of 2 separate species, C3H7NO7PS in total at a distorted geometry.

```
! wB97M-V def2-TZVPD RIJCOSX def2/J DEFGRID3
* xyz -1 1
N -1.30637 -3.88108 1.76235
P 0.25479 -4.02329 0.91270
O -0.04684 -4.90231 -0.59342
C 0.95498 -2.33824 0.34963
O 0.24567 -1.37810 -0.28523
O 2.40804 -2.07300 0.58877
H -2.05493 -4.25494 1.10473
H -1.30046 -4.60704 2.54088
H 0.57159 -5.69098 -0.56015
C -0.46998 2.00135 -0.34087
C 0.34590 2.54411 -1.51112
O 0.27214 3.96290 -1.39125
S 0.17456 4.35679 0.18855
O 1.50094 4.70085 0.65055
O -0.97151 5.21590 0.37532
O -0.19174 2.87229 0.75422
H -1.54309 2.05142 -0.55175
H -0.19708 0.97304 -0.08911
H -0.04472 2.21798 -2.47798
H 1.39810 2.25236 -1.42684
*
```

Results
LUMO	0.109	Ha
HOMO-LUMO gap	7.41	eV
energy	-39170.16798	eV

---

3.
DFT (ωB97M-V/def2-TZVPD) results for the molecule C3H3N3 at a distorted geometry.

```
! wB97M-V def2-TZVPD RIJCOSX def2/J DEFGRID3
* xyz 0 1
N -0.42989 -1.15722 -0.31884
C 0.12698 0.55447 0.62844
C 0.87707 -0.46692 -0.09923
N 2.03981 -0.69053 -0.37310
C -0.35200 1.74726 0.02195
N -0.78547 2.68899 -0.50079
H -0.63617 -2.01775 0.18537
H -0.84034 -1.12925 -1.25113
H 0.00001 0.47096 1.70733
*
```

Results
LUMO (spin up / spin down)	-0.028 / -0.065	Ha
HOMO-LUMO gap (spin up / spin down)	10.01 / 6.48	eV
energy	-7624.87696	eV

---

4.
DFT (ωB97M-V/def2-TZVPD) results for a cluster of 9 separate species, C34H91N5O14 in total at a distorted geometry.

```
! wB97M-V def2-TZVPD RIJCOSX def2/J DEFGRID3
* xyz 0 1
C 8.62052 -7.54707 8.73599
O 7.83993 -6.95656 7.73040
C 8.68155 -6.73434 6.60789
C 7.91364 -6.21826 5.35499
N 7.06210 -5.04162 5.75473
C 5.71251 -5.07661 5.11877
C 5.48960 -3.92313 4.18493
O 4.16296 -4.20571 3.67798
C 3.90329 -3.23373 2.66707
H 8.97333 -8.54869 8.49024
H 8.00415 -7.88246 9.57008
H 9.50394 -6.97687 9.02326
H 9.08151 -7.69597 6.28632
H 9.57065 -6.12005 6.75015
H 7.46981 -7.09868 4.89025
H 8.59503 -5.78087 4.62526
H 7.00279 -5.21152 6.74856
H 4.83877 -5.15226 5.76604
H 5.61199 -5.99294 4.53710
H 6.20710 -3.87822 3.36562
H 5.62325 -2.96294 4.68321
H 3.91165 -2.32216 3.26463
H 2.90707 -3.44882 2.28058
H 4.65572 -3.32173 1.88336
C -8.60719 -4.02769 0.31336
O -7.66152 -4.94440 -0.19008
C -6.82352 -4.27864 -1.12228
C -5.82483 -5.32059 -1.92135
N -4.88295 -4.67073 -2.81866
C -4.00575 -3.70678 -2.10434
C -2.59348 -3.73585 -2.61941
O -1.80495 -4.55721 -1.78018
C -0.50163 -4.04691 -1.54293
H -9.57892 -3.85798 -0.15035
H -8.23179 -3.00717 0.38889
H -8.80281 -4.45637 1.29625
H -6.12004 -3.66665 -0.55774
H -7.44426 -3.79543 -1.87679
H -6.52132 -6.00461 -2.40624
H -5.32399 -6.04233 -1.27611
H -5.38130 -4.07583 -3.46506
H -3.94406 -4.17846 -1.12362
H -4.53668 -2.76071 -1.99860
H -2.16020 -2.73752 -2.68031
H -2.56620 -4.07216 -3.65587
H 0.05400 -4.13012 -2.47697
H 0.09101 -4.53782 -0.77100
H -0.57702 -2.99682 -1.26056
C -1.62218 7.35793 0.03675
O -2.29988 7.11524 -1.22067
C -2.62584 5.72926 -1.31569
C -1.70290 5.06822 -2.39077
N -2.14658 5.44768 -3.72148
C -3.11281 4.38627 -4.12844
C -3.94233 4.99717 -5.38173
O -4.99961 5.79825 -4.81734
C -5.92455 6.25267 -5.76068
H -2.34166 7.19234 0.83865
H -1.33636 8.40787 -0.02685
H -0.73078 6.80537 0.33369
H -3.68786 5.61214 -1.53131
H -2.49781 5.16740 -0.39047
H -1.83194 4.00434 -2.19179
H -0.63034 5.19386 -2.24266
H -2.76066 6.23140 -3.55186
H -3.84607 4.20271 -3.34312
H -2.49117 3.53287 -4.39933
H -4.39167 4.20267 -5.97752
H -3.29217 5.55027 -6.05957
H -6.21240 5.37726 -6.34280
H -5.64728 7.14494 -6.32199
H -6.86124 6.60655 -5.32997
C 1.83039 5.50873 2.03648
O 1.34203 4.33715 2.65998
C 2.08897 3.21058 2.33849
C 1.80641 2.00704 3.03445
N 0.50533 1.44273 2.79168
C 0.04148 0.48857 3.78197
C -1.40257 -0.09069 3.44456
O -1.74117 -1.28121 4.23120
C -1.16491 -2.50413 3.82667
H 2.91241 5.60065 2.13071
H 1.53003 6.35802 2.65017
H 1.33586 5.63218 1.07300
H 3.16730 3.36936 2.34812
H 1.87830 2.87806 1.32205
H 1.83122 2.04483 4.12351
H 2.71439 1.46800 2.76409
H -0.19593 2.08611 2.45347
H -0.17379 1.07548 4.67488
H 0.81476 -0.27454 3.87037
H -1.41744 -0.34012 2.38359
H -2.24925 0.56276 3.65489
H -1.41399 -2.63699 2.77386
H -1.62841 -3.34510 4.34246
H -0.10074 -2.44675 4.05551
C 2.53954 3.06108 -6.43430
O 1.77526 2.04247 -5.86064
C 0.64321 2.44310 -5.08533
C 0.03931 1.17622 -4.53783
N -1.11222 1.31933 -3.67873
C -1.84958 0.09516 -3.39513
C -2.98307 0.43262 -2.40045
O -2.37260 0.63821 -1.03609
C -3.30641 0.77449 0.04599
H 3.20590 2.67542 -7.20587
H 3.16194 3.38232 -5.59911
H 1.83688 3.74084 -6.91627
H -0.06769 2.89521 -5.77695
H 0.83416 3.19601 -4.32064
H 0.73319 0.55633 -3.97007
H -0.19089 0.47964 -5.34398
H -0.69697 1.37961 -2.76002
H -1.31542 -0.71411 -2.89730
H -2.18139 -0.25742 -4.37170
H -3.71631 -0.37170 -2.45989
H -3.45669 1.40235 -2.55343
H -3.68972 -0.18673 0.38835
H -4.16518 1.27506 -0.40126
H -2.80335 1.39894 0.78430
C -1.84523 4.01354 2.62146
O -1.37221 3.50868 1.35950
H -1.50077 3.34877 3.41363
H -1.60011 5.06092 2.79761
H -2.93225 4.06397 2.68424
H -0.46173 3.80721 1.30022
C 0.45049 0.22548 -0.25267
O 0.45726 1.47607 -0.82991
H 0.22766 -0.64788 -0.86560
H 1.47001 0.07459 0.10219
H -0.17125 0.24915 0.64230
H -0.35139 1.92367 -0.57045
C 3.71704 2.20366 -1.96618
O 2.97293 2.72762 -0.91735
H 4.55741 2.81333 -2.29812
H 4.10271 1.27198 -1.55225
H 2.94755 2.07463 -2.72731
H 2.18065 2.19072 -0.84228
C 3.99203 -2.40155 -1.34429
O 3.09342 -2.73525 -2.45472
H 4.72822 -3.18648 -1.17103
H 4.46449 -1.42017 -1.38649
H 3.45668 -2.20986 -0.41438
H 3.58645 -2.86261 -3.26853
*
```

Results
LUMO	0.020	Ha
HOMO-LUMO gap	9.01	eV
energy	-72835.31419	eV

---

5.
DFT (ωB97M-V/def2-TZVPD) results for a cluster of 2 separate species, C8H8N4O4 in total at a distorted geometry.

```
! wB97M-V def2-TZVPD RIJCOSX def2/J DEFGRID3
* xyz 0 1
C -1.65636 0.71494 0.27897
C -1.39650 -1.32426 1.65747
C -1.56844 0.05750 1.55631
C -1.54369 -1.43042 -0.84748
C 1.65794 -0.76533 0.12037
C 1.48424 1.65022 0.70570
C 1.77869 0.31906 1.10282
C 1.19012 0.99490 -1.73152
H -1.45191 0.17527 -1.89730
H -1.99333 0.93471 2.28999
H -1.40249 -1.96584 2.55039
H -0.19439 -2.56802 0.36413
H 1.38913 -1.07390 -1.88814
H 1.51594 0.06724 2.16672
H 1.59816 2.55449 1.40993
H 1.01515 2.81167 -1.03698
N -1.72702 -0.17753 -0.83132
N -1.25039 -1.90536 0.45312
N 1.43573 -0.24776 -1.27979
N 1.38025 1.93232 -0.70532
O -1.58154 1.91133 0.13632
O -1.53743 -1.95569 -1.93164
O 1.84495 -1.90616 0.39069
O 1.01319 1.19664 -3.03344
*
```

Results
LUMO	-0.014	Ha
HOMO-LUMO gap	9.07	eV
energy	-22573.84401	eV

---

6.
DFT (ωB97M-V/def2-TZVPD) results for a structure of composition C45H53Cl2F6NO10PS4SbSr.

```
! wB97M-V def2-TZVPD RIJCOSX def2/J DEFGRID3
* xyz 0 1
Sr -0.04826 -0.62833 -0.62181
Cl 0.97784 2.41901 -0.37244
C -0.07144 3.58159 0.39505
C 0.54255 4.67903 0.97882
C -0.24021 5.66887 1.54787
C -1.62245 5.55860 1.51765
C -2.21542 4.44974 0.93773
C -1.45468 3.42380 0.37198
P -2.20624 1.90711 -0.33917
C -2.58777 2.38234 -2.05589
C -2.30102 3.62997 -2.59835
C -2.53669 3.87393 -3.94534
C -3.06553 2.87832 -4.75265
C -3.35955 1.63140 -4.21646
C -3.11246 1.38315 -2.87786
C -3.85080 1.95027 0.47180
C -3.89420 1.74390 1.85053
C -5.10044 1.71054 2.52994
C -6.29168 1.87411 1.83317
C -6.26066 2.08020 0.46248
C -5.04813 2.11857 -0.21665
H 1.62163 4.75005 0.97523
H 0.23268 6.52794 2.00496
H -2.24154 6.33686 1.94368
H -3.29468 4.37593 0.92302
H -1.88202 4.41164 -1.97631
H -2.29705 4.84218 -4.36557
H -3.23120 3.06635 -5.80557
H -3.73781 0.83775 -4.84742
H -3.29208 0.38918 -2.47949
H -2.96293 1.62370 2.39412
H -5.11507 1.55668 3.60190
H -7.23722 1.84658 2.35892
H -7.18500 2.22067 -0.08381
H -5.03641 2.28233 -1.28635
O 0.01774 -0.07644 1.89715
S 0.22976 0.05390 3.37455
C -1.33053 -0.51971 4.11802
C -1.89442 -1.78869 3.46906
C -3.28773 -1.56223 2.88465
C -3.80987 -2.74262 2.07726
S -2.94491 -2.88490 0.45670
O -2.06441 -1.66427 0.38453
C -4.27164 -2.52854 -0.67088
C -5.08021 -1.40644 -0.51359
C -5.99369 -1.09759 -1.50460
C -6.08579 -1.89656 -2.64231
C -5.26594 -3.00204 -2.79516
C -4.34665 -3.32296 -1.80325
C 1.24767 -1.31076 3.90563
C 1.95102 -1.15343 5.09246
C 2.71909 -2.20798 5.56386
C 2.77776 -3.39727 4.84806
C 2.08911 -3.53046 3.64979
C 1.31954 -2.48148 3.16726
H -2.01180 0.32569 4.00099
H -1.12052 -0.62880 5.18343
H -1.91522 -2.60238 4.19665
H -1.23617 -2.09874 2.65766
H -3.25710 -0.68572 2.23705
H -4.00509 -1.35109 3.68331
H -4.87705 -2.65150 1.88172
H -3.63489 -3.69223 2.58489
H -4.98510 -0.76913 0.35923
H -6.62647 -0.22622 -1.39805
H -6.79644 -1.64335 -3.41827
H -5.32284 -3.60616 -3.69007
H -3.67270 -4.16252 -1.92158
H 1.91344 -0.21396 5.63212
H 3.28361 -2.09518 6.48003
H 3.38346 -4.21517 5.21621
H 2.16112 -4.44196 3.07068
H 0.82946 -2.56833 2.20818
O 2.08699 -3.59450 -2.00533
Cl 0.89066 -3.59887 -1.24512
O -0.16544 -2.85499 -1.95051
O 0.43746 -4.91338 -0.94362
O 1.11233 -2.85394 0.01716
F 0.47326 1.87193 -5.33509
C 1.30256 1.58982 -4.33644
F 1.26426 2.58748 -3.45328
F 2.54233 1.48806 -4.81193
S 0.80945 0.01293 -3.51592
O -0.53623 0.24929 -3.02512
O 1.75198 -0.11788 -2.42102
N 1.01514 -1.05826 -4.59688
S -0.11738 -1.96582 -5.27898
O 0.39283 -3.28287 -5.46316
O -1.43650 -1.75010 -4.76663
C -0.15153 -1.25693 -6.98111
F -0.94939 -2.01103 -7.73999
F -0.63543 -0.01205 -6.97721
F 1.06263 -1.23324 -7.52522
C 6.72328 -0.81860 -0.76062
C 5.26485 -0.64311 -1.16136
C 5.09459 0.50154 -2.15870
Sb 3.79801 -0.37159 0.41582
C 4.58798 -1.65410 1.98109
C 5.87201 -1.26346 2.70054
C 4.65701 -3.06588 1.39784
C 4.33464 1.61862 1.13371
C 5.80772 1.98527 1.27624
C 3.57202 1.84442 2.43827
H 7.33807 -0.95057 -1.65745
H 6.88043 -1.69322 -0.12898
H 7.10829 0.05479 -0.22805
H 4.91551 -1.56208 -1.64149
H 5.44926 1.44619 -1.74013
H 4.05296 0.62831 -2.46081
H 5.68040 0.30655 -3.06195
H 3.78399 -1.63598 2.71914
H 6.72321 -1.17536 2.02422
H 6.12331 -2.02840 3.44473
H 5.76785 -0.31668 3.23365
H 5.43506 -3.14890 0.63548
H 3.71296 -3.36169 0.93241
H 4.89044 -3.79486 2.18111
H 3.89539 2.26825 0.36953
H 6.33220 1.33409 1.97590
H 5.90618 3.01092 1.65059
H 6.33525 1.93621 0.32337
H 3.92138 1.16987 3.22802
H 2.49894 1.67879 2.30827
H 3.70721 2.86833 2.80401
*
```

Results
LUMO	0.000	Ha
HOMO-LUMO gap	7.78	eV
energy	-170838.54488	eV

---

Question: What is the formula in the sixth record?
Answer: C45H53Cl2F6NO10PS4SbSr

---

Question: What is the energy in the second record?
Answer: -39170.16798 eV